19
Properties=species:S:1:pos:R:3 method="wB97M-V/def2-TZVPD" lumo_energy_ev=1.093 energy_ev=-6885.0817 smiles="C=CN.CCC" de_lowest_kj_mol=107.6 homo_lumo_gap_ha=0.354
C -1.132 1.040 1.095
C -0.145 0.132 1.812
C 1.296 0.559 1.487
H -1.216 0.855 0.020
H -2.164 0.976 1.446
H -0.788 2.069 1.188
H -0.294 0.188 2.892
H -0.257 -0.916 1.540
H 1.955 -0.156 1.983
H 1.555 1.533 1.909
H 1.482 0.617 0.416
C -0.759 -1.795 -1.743
C 0.358 -1.139 -2.055
N 0.431 0.186 -2.521
H -1.656 -1.213 -1.579
H -0.663 -2.838 -1.481
H 1.356 -1.515 -1.856
H -0.460 0.670 -2.556
H 1.099 0.747 -1.996

14
Properties=species:S:1:pos:R:3 method="wB97M-V/def2-TZVPD" lumo_energy_ev=1.105 energy_ev=-13581.2998 smiles=C[C@@H]1CP1C de_lowest_kj_mol=0.0 homo_lumo_gap_ha=0.333
C -0.030 0.338 1.198
C -0.754 -0.075 -0.024
C -1.947 0.657 -0.540
C 2.272 -0.448 -0.354
P 1.161 1.029 -0.107
H -0.509 1.113 1.787
H 0.378 -0.450 1.825
H -0.600 -1.083 -0.376
H -2.133 0.421 -1.587
H -1.821 1.734 -0.442
H -2.832 0.367 0.033
H 3.251 -0.066 -0.645
H 1.899 -1.068 -1.167
H 2.369 -1.041 0.552

18
Properties=species:S:1:pos:R:3 method="wB97M-V/def2-TZVPD" lumo_energy_ev=-3.845 energy_ev=-6861.7683 smiles="CCC/C=C/[NH3+]" de_lowest_kj_mol=172.7 total_charge=+1 homo_lumo_gap_ha=0.380
C 1.787 1.011 2.036
C 0.804 0.079 1.380
C 0.858 0.250 -0.181
C -0.050 -0.672 -0.953
C -1.313 -0.302 -1.074
N -2.365 -0.917 -1.927
H 1.351 1.986 2.232
H 2.037 0.562 3.004
H 2.761 1.127 1.565
H 0.805 -1.010 1.516
H -0.246 0.277 1.607
H 0.706 1.312 -0.423
H 1.907 0.209 -0.495
H 0.505 -1.483 -1.408
H -1.648 0.601 -0.584
H -2.389 -0.335 -2.775
H -2.257 -1.919 -2.078
H -3.255 -0.775 -1.440

8
Properties=species:S:1:pos:R:3 method="wB97M-V/def2-TZVPD" lumo_energy_ev=0.750 energy_ev=-12452.0526 smiles=OCP de_lowest_kj_mol=201.3 homo_lumo_gap_ha=0.387
C 0.547 0.080 0.041
O 0.797 -0.931 0.895
P -1.102 -0.165 -0.787
H 0.884 0.971 0.411
H 1.389 -0.139 -0.916
H 0.072 -1.102 1.466
H -1.591 0.137 0.445
H -0.995 1.149 -1.555

13
Properties=species:S:1:pos:R:3 method="wB97M-V/def2-TZVPD" lumo_energy_ev=0.762 energy_ev=-8808.8293 smiles="NCCC(=O)O" de_lowest_kj_mol=164.0 homo_lumo_gap_ha=0.377
C -0.765 -0.950 1.066
C -1.079 0.135 -0.026
C 0.173 0.407 -0.907
O 0.376 1.710 -1.279
O 1.005 -0.451 -1.243
N 0.294 -0.736 2.043
H -1.680 -0.966 1.755
H -0.706 -1.983 0.537
H -1.924 -0.197 -0.769
H -1.563 1.035 0.500
H 1.341 1.808 -1.135
H 0.265 -1.656 2.418
H 1.194 -0.512 1.763

114
Properties=species:S:1:pos:R:3 method="wB97M-V/def2-TZVPD" lumo_energy_ev=0.352 energy_ev=-153519.2887 smiles="CCCCN[C@@H]1[C@](CC(=O)Br)(C[C@@H](C)OCc2ccccc2)[C@@H](CC)OS(=O)(=O)[C@@]1(NCCC)B(O)CC.O=C1OCCO1.O=C1OCCO1.O=C1OCCO1" homo_lumo_gap_ha=0.326
C 2.302 -4.281 3.221
C 3.077 -2.972 2.907
C 2.693 -2.396 1.526
C 1.791 -1.136 1.661
N 1.910 -0.173 0.587
C 0.868 0.024 -0.392
C -0.052 1.292 -0.082
C 0.942 2.487 -0.249
C 1.171 2.982 -1.658
O 1.378 2.363 -2.658
Br 1.182 4.987 -1.830
C -0.372 1.238 1.439
C -1.506 2.049 2.050
C -1.255 3.556 2.231
O -2.798 1.728 1.513
C -3.851 2.109 2.377
C -5.109 1.424 1.887
C -5.380 0.181 2.403
C -6.474 -0.531 1.991
C -7.312 0.011 1.043
C -7.036 1.252 0.550
C -5.943 1.977 0.949
C -1.273 1.374 -1.005
C -1.936 2.736 -1.154
C -3.316 2.518 -1.831
O -1.057 0.894 -2.357
S -0.697 -0.649 -2.491
O -1.816 -1.475 -2.820
O 0.289 -0.715 -3.539
C 0.144 -1.226 -0.987
N -0.617 -2.106 -0.151
C -1.974 -1.846 0.255
C -2.666 -3.199 0.540
C -4.168 -2.953 0.860
B 1.297 -2.174 -1.696
O 2.615 -1.773 -1.787
C 0.868 -3.560 -2.338
C 0.715 -4.749 -1.346
H 2.100 -4.286 4.295
H 2.853 -5.188 2.976
H 1.319 -4.235 2.743
H 4.157 -3.104 3.007
H 2.801 -2.269 3.699
H 2.126 -3.172 0.997
H 3.594 -2.121 0.968
H 2.161 -0.655 2.580
H 0.782 -1.456 1.914
H 2.824 -0.142 0.170
H 1.420 0.381 -1.273
H 1.921 2.259 0.184
H 0.570 3.333 0.330
H 0.544 1.506 1.971
H -0.554 0.192 1.695
H -1.580 1.690 3.093
H -1.080 4.109 1.308
H -2.024 4.043 2.829
H -0.333 3.639 2.818
H -3.997 3.197 2.362
H -3.693 1.804 3.421
H -4.697 -0.251 3.128
H -6.636 -1.518 2.409
H -8.165 -0.559 0.698
H -7.682 1.677 -0.212
H -5.735 2.953 0.527
H -2.045 0.733 -0.562
H -2.147 3.240 -0.218
H -1.391 3.423 -1.809
H -3.225 2.153 -2.852
H -3.851 1.765 -1.240
H -3.906 3.435 -1.789
H -0.101 -2.747 0.423
H -2.096 -1.283 1.200
H -2.609 -1.351 -0.480
H -2.201 -3.673 1.411
H -2.540 -3.850 -0.327
H -4.766 -3.222 -0.013
H -4.313 -1.883 1.017
H -4.441 -3.536 1.738
H 3.161 -2.424 -1.326
H 1.663 -3.825 -3.046
H -0.029 -3.426 -2.948
H 0.998 -5.678 -1.848
H 1.340 -4.682 -0.453
H -0.344 -4.866 -1.111
C 0.558 9.086 -5.188
C 1.513 8.143 -4.495
O 1.658 8.738 -3.205
C 0.557 9.498 -2.971
O 0.289 9.992 -1.927
O -0.197 9.615 -4.096
H -0.092 8.583 -5.900
H 1.071 9.906 -5.693
H 1.099 7.139 -4.376
H 2.474 8.070 -4.999
C 2.421 -1.847 -6.593
C 3.000 -1.424 -5.266
O 4.144 -2.280 -5.141
C 4.512 -2.665 -6.387
O 5.520 -3.241 -6.644
O 3.578 -2.306 -7.304
H 1.939 -1.031 -7.124
H 1.715 -2.674 -6.498
H 3.335 -0.385 -5.267
H 2.311 -1.572 -4.441
C 5.520 -4.697 6.528
C 5.902 -3.701 7.598
O 5.012 -2.614 7.338
C 3.933 -3.109 6.682
O 2.937 -2.498 6.469
O 4.141 -4.394 6.302
H 5.640 -5.730 6.847
H 6.072 -4.546 5.599
H 5.718 -4.076 8.607
H 6.938 -3.378 7.525

57
Properties=species:S:1:pos:R:3 method="wB97M-V/def2-TZVPD" lumo_energy_ev="-0.285 / -3.336" energy_ev=-70294.1103 de_lowest_kj_mol=76.5 multiplicity=2 s_squared=0.775 homo_lumo_gap_ha="0.322 / 0.209"
O -1.397 -1.358 -1.199
C -1.633 -2.732 -0.718
C -2.302 -3.205 -2.004
H -2.358 -2.792 0.096
H -0.710 -3.228 -0.434
C -2.193 -1.700 -2.380
H -3.316 -3.585 -1.885
H -1.719 -3.919 -2.587
C -3.526 -0.995 -2.300
H -3.974 -1.153 -1.316
H -4.229 -1.368 -3.055
H -3.390 0.078 -2.447
C -1.419 -1.384 -3.652
H -0.350 -1.651 -3.569
H -1.496 -0.304 -3.858
H -1.867 -1.928 -4.501
Ti 0.038 1.206 -0.179
C 1.876 3.505 -1.027
C 2.717 2.929 -0.024
C 2.773 1.516 -0.226
H 3.278 3.487 0.729
C 1.995 1.197 -1.420
C 1.449 2.453 -1.909
H 0.894 2.573 -2.847
H 1.657 4.579 -1.116
H 3.363 0.803 0.354
H 1.888 0.219 -1.912
C -1.517 3.821 -0.427
C -1.358 3.322 -1.742
C -1.634 1.914 -1.735
H -1.102 3.927 -2.604
C -2.099 1.569 -0.397
C -1.968 2.757 0.407
H -2.241 2.866 1.447
H -1.395 4.850 -0.115
H -1.615 1.242 -2.583
H -2.444 0.598 -0.064
O 0.763 -3.654 2.045
C 1.683 -2.999 1.138
C 2.988 -2.639 1.846
H 1.199 -2.068 0.751
H 1.777 -3.715 0.319
C 2.554 -2.575 3.333
H 3.293 -1.652 1.521
H 3.817 -3.340 1.663
C 1.219 -3.309 3.394
H 2.427 -1.509 3.590
H 3.315 -2.928 4.037
H 0.473 -2.713 3.967
H 1.254 -4.288 3.872
F 0.360 1.981 1.581
Te 0.708 2.567 3.883
F 2.604 2.596 3.321
F -1.218 3.077 3.899
F 1.123 3.161 5.707
F 0.817 4.306 3.144
O 0.172 -0.408 0.189

21
Properties=species:S:1:pos:R:3 method="wB97M-V/def2-TZVPD" lumo_energy_ev="-4.502 / -4.497" energy_ev=-23381.7293 de_lowest_kj_mol=424.8 total_charge=+1 homo_lumo_gap_ha="0.264 / 0.294"
C 1.188 -2.027 -0.122
C 0.111 0.406 -0.214
C -0.250 -1.873 -0.435
C 3.256 -0.749 -0.098
C -2.094 -0.365 0.258
C -0.966 2.622 0.113
N 1.954 -1.009 -0.235
N -0.776 -0.534 -0.185
N 0.093 1.642 0.231
Cl 3.761 0.844 0.155
H 1.409 -2.927 0.461
H -0.479 -2.081 -1.428
H -0.814 -2.481 0.200
H 3.984 -1.367 -0.612
H -2.689 -1.275 0.208
H -2.040 0.075 1.357
H -2.636 0.525 -0.142
H -0.819 3.587 -0.376
H -1.435 2.802 1.108
H -1.741 2.156 -0.589
H 0.982 2.029 0.346

72
Properties=species:S:1:pos:R:3 method="wB97M-V/def2-TZVPD" lumo_energy_ev=-3.211 energy_ev=-168154.4138 total_charge=+1 homo_lumo_gap_ha=0.305
Li -0.541 0.678 0.013
C -0.321 -3.070 -0.043
P -1.045 -1.598 -0.864
C -0.009 -1.463 -2.393
N -0.408 -2.089 -3.470
C 0.312 -1.948 -4.608
C -0.106 -2.602 -5.790
C 0.618 -2.446 -6.935
C 1.782 -1.637 -6.953
C 2.207 -0.998 -5.825
C 1.474 -1.146 -4.625
N 1.895 -0.525 -3.497
C 1.188 -0.663 -2.404
P 1.779 0.169 -0.858
C 2.989 -1.065 -0.253
C 2.833 1.628 -1.351
C 2.006 2.534 -2.266
C 3.102 2.376 -0.037
C 4.164 1.268 -2.008
C -2.740 -2.179 -1.376
C -2.776 -3.608 -1.915
C -3.319 -1.204 -2.404
C -3.580 -2.090 -0.093
H -0.101 -3.866 -0.753
H -1.037 -3.436 0.694
H 0.584 -2.796 0.494
H -0.997 -3.215 -5.754
H 0.307 -2.944 -7.843
H 2.336 -1.529 -7.875
H 3.094 -0.380 -5.818
H 2.483 -1.974 0.062
H 3.518 -0.655 0.607
H 3.705 -1.318 -1.035
H 1.056 2.796 -1.788
H 1.813 2.064 -3.229
H 2.555 3.462 -2.444
H 2.176 2.676 0.457
H 3.677 3.279 -0.250
H 3.686 1.774 0.662
H 4.016 0.734 -2.943
H 4.793 0.669 -1.349
H 4.711 2.191 -2.218
H -2.170 -3.712 -2.812
H -3.809 -3.860 -2.166
H -2.437 -4.331 -1.172
H -2.788 -1.255 -3.353
H -3.302 -0.176 -2.032
H -4.364 -1.462 -2.588
H -3.211 -2.750 0.694
H -4.603 -2.397 -0.321
H -3.615 -1.070 0.295
C -3.750 5.106 -3.100
Ge -2.965 5.490 -1.355
C -4.285 5.246 0.058
C -2.165 7.266 -1.309
C -1.505 4.192 -1.005
Se -2.077 2.330 -1.179
C -1.650 2.077 -3.059
H -4.507 5.856 -3.331
H -4.237 4.130 -3.099
H -2.997 5.131 -3.888
H -5.142 5.895 -0.118
H -3.863 5.496 1.032
H -4.636 4.215 0.083
H -2.930 8.025 -1.475
H -1.406 7.371 -2.083
H -1.702 7.455 -0.341
H -1.158 4.306 0.022
H -0.650 4.337 -1.666
H -2.331 2.667 -3.665
H -1.780 1.021 -3.283
H -0.621 2.370 -3.241

104
Properties=species:S:1:pos:R:3 method="wB97M-V/def2-TZVPD" lumo_energy_ev=-1.992 energy_ev=-99166.0949 smiles="CCC[C@@H]1CC[C@](CC(=O)F)(ON=O)OS1(=O)=O.O=C1C=CC(=O)C=C1.O=C1C=CC(=O)C=C1.O=C1C=CC(=O)C=C1.O=C1C=CC(=O)C=C1.O=C1C=CC(=O)C=C1.O=C1C=CC(=O)C=C1" homo_lumo_gap_ha=0.296
C -4.817 5.967 -0.578
C -5.329 4.856 -1.640
C -4.148 3.881 -2.161
C -3.514 4.315 -3.570
C -2.814 2.999 -4.240
C -1.610 2.502 -3.299
C -0.509 3.665 -2.983
C 0.916 3.048 -3.493
C 1.393 1.783 -2.649
O 1.702 0.751 -3.280
F 1.523 1.766 -1.227
O -0.431 3.928 -1.543
N 0.730 4.611 -1.281
O 0.949 4.539 -0.113
O -0.709 4.860 -3.778
S -2.186 5.600 -3.466
O -2.448 6.585 -4.587
O -2.112 6.327 -2.156
H -5.626 6.309 0.150
H -4.459 6.903 -1.156
H -3.868 5.569 -0.050
H -6.086 4.202 -1.053
H -5.936 5.311 -2.498
H -4.660 2.856 -2.343
H -3.348 3.677 -1.362
H -4.331 4.698 -4.267
H -3.569 2.153 -4.397
H -2.406 3.308 -5.269
H -2.056 2.075 -2.321
H -1.110 1.596 -3.814
H 0.716 2.692 -4.567
H 1.708 3.875 -3.577
C 0.196 -2.799 1.812
C 1.274 -2.622 2.577
C 2.312 -1.631 2.221
O 3.297 -1.470 2.918
C 2.108 -0.844 0.986
C 1.030 -1.021 0.222
C -0.007 -2.011 0.578
O -0.994 -2.172 -0.120
H -0.574 -3.520 2.057
H 1.438 -3.189 3.485
H 2.878 -0.123 0.741
H 0.866 -0.454 -0.685
C 5.412 8.589 -1.741
C 5.286 7.328 -2.158
C 3.960 6.751 -2.463
O 3.844 5.598 -2.842
C 2.781 7.625 -2.291
C 2.906 8.885 -1.875
C 4.232 9.463 -1.569
O 4.348 10.613 -1.191
H 6.375 9.027 -1.512
H 6.140 6.675 -2.290
H 1.818 7.185 -2.520
H 2.052 9.538 -1.743
C -9.573 1.356 -3.324
C -8.500 2.066 -3.674
C -8.179 3.347 -3.010
O -7.200 3.998 -3.331
C -9.091 3.810 -1.943
C -10.164 3.100 -1.593
C -10.486 1.819 -2.256
O -11.463 1.170 -1.936
H -9.824 0.416 -3.799
H -7.821 1.741 -4.453
H -8.840 4.750 -1.468
H -10.843 3.425 -0.814
C 5.825 -3.291 4.273
C 5.621 -2.596 5.393
C 6.237 -3.007 6.672
O 6.050 -2.374 7.696
C 7.088 -4.216 6.662
C 7.292 -4.911 5.542
C 6.676 -4.500 4.262
O 6.862 -5.132 3.239
H 5.381 -3.005 3.327
H 5.001 -1.708 5.417
H 7.532 -4.502 7.608
H 7.912 -5.799 5.517
C -4.143 -6.924 -1.275
C -3.005 -7.122 -0.608
C -2.168 -5.987 -0.166
O -1.128 -6.167 0.442
C -2.639 -4.624 -0.490
C -3.777 -4.426 -1.158
C -4.615 -5.560 -1.600
O -5.654 -5.380 -2.208
H -4.768 -7.743 -1.607
H -2.645 -8.114 -0.361
H -2.012 -3.803 -0.157
H -4.137 -3.434 -1.404
C 7.961 -10.254 4.909
C 7.028 -11.206 4.954
C 5.718 -10.966 5.596
O 4.868 -11.834 5.640
C 5.482 -9.630 6.184
C 6.415 -8.678 6.139
C 7.725 -8.918 5.496
O 8.576 -8.049 5.453
H 8.926 -10.412 4.443
H 7.185 -12.189 4.528
H 4.518 -9.471 6.650
H 6.259 -7.695 6.565

18
Properties=species:S:1:pos:R:3 method="wB97M-V/def2-TZVPD" lumo_energy_ev=1.024 energy_ev=-7426.6110 smiles="C=CC(C)C.O" de_lowest_kj_mol=67.6 homo_lumo_gap_ha=0.407
C -1.506 1.003 -1.503
C -0.449 0.718 -0.428
C 0.967 0.874 -0.991
C -0.665 -0.667 0.127
C -1.288 -0.948 1.271
O 1.476 -0.288 2.707
H -2.515 0.938 -1.083
H -1.433 0.276 -2.321
H -1.370 2.003 -1.930
H -0.584 1.439 0.390
H 1.147 0.147 -1.794
H 1.722 0.720 -0.213
H 1.107 1.875 -1.415
H -0.302 -1.489 -0.495
H 0.889 -0.680 2.044
H -1.453 -1.970 1.600
H -1.681 -0.157 1.909
H 0.885 0.269 3.228

7
Properties=species:S:1:pos:R:3 method="wB97M-V/def2-TZVPD" lumo_energy_ev=-0.494 energy_ev=-15480.6939 smiles="O=PO.O" de_lowest_kj_mol=86.9 homo_lumo_gap_ha=0.393
O 1.275 -0.229 0.520
O 1.424 -1.218 -1.706
O -2.198 1.028 1.326
P 1.444 0.151 -0.891
H -2.386 0.772 0.386
H 1.700 -1.851 -1.012
H -1.259 1.346 1.377